# 1
C28H42F8O14S | ωB97M-V with the def2-TZVPD basis set

```
93
Properties=species:S:1:pos:R:3:mulliken_charge:R:1
C 2.094 -1.247 4.494 -0.649
O 3.248 -2.049 4.339 -0.428
C 3.171 -3.077 3.375 -0.800
C 3.658 -2.672 1.972 -0.370
C 4.876 -1.739 1.988 -0.715
C 5.113 -0.923 0.707 -1.088
C 3.927 -0.156 0.110 -0.580
C 3.167 0.753 1.076 0.105
C 2.250 1.712 0.316 -0.477
C 1.338 2.579 1.198 -0.344
C 0.089 3.007 0.412 -1.410
C -1.134 3.584 1.138 1.941
O -2.134 3.767 0.117 -0.639
C -0.865 4.936 1.806 -1.283
C -0.283 4.860 3.203 -0.422
O -1.287 4.287 4.069 -0.446
S -1.527 2.741 3.870 1.273
O -2.727 2.438 4.572 -0.697
O -0.298 2.071 4.175 -0.592
C -1.850 2.596 2.112 -0.796
C -1.735 1.100 1.751 -1.433
C -2.647 0.696 0.575 -0.661
C -3.274 -0.675 0.835 -1.076
C -4.198 -1.226 -0.227 1.054
F -4.251 -2.576 -0.135 -0.338
F -5.458 -0.779 -0.042 -0.332
C -3.848 -0.923 -1.699 0.519
F -4.045 0.349 -1.973 -0.247
F -2.575 -1.204 -1.924 -0.222
F -4.578 -1.635 -2.522 -0.271
H 1.626 -1.433 5.465 0.337
H 2.369 -0.192 4.440 0.225
H 1.354 -1.447 3.708 0.258
H 3.785 -3.899 3.755 0.364
H 2.140 -3.453 3.310 0.446
H 3.934 -3.608 1.471 0.481
H 2.836 -2.253 1.382 0.119
H 5.765 -2.368 2.122 0.471
H 4.841 -1.087 2.864 0.359
H 5.519 -1.595 -0.059 0.364
H 5.909 -0.195 0.909 0.333
H 4.311 0.476 -0.701 0.569
H 3.221 -0.851 -0.360 0.090
H 3.876 1.312 1.703 0.347
H 2.555 0.155 1.760 -0.213
H 2.854 2.349 -0.340 0.497
H 1.620 1.108 -0.346 -0.027
H 1.085 2.034 2.112 0.148
H 1.880 3.483 1.503 0.496
H -0.269 2.177 -0.204 -0.025
H 0.396 3.781 -0.304 0.683
H -2.056 4.657 -0.253 0.441
H -0.211 5.541 1.167 0.378
H -1.826 5.459 1.894 0.449
H 0.627 4.259 3.271 0.249
H -0.071 5.848 3.608 0.424
H -2.908 2.871 2.065 0.763
H -0.702 0.844 1.517 0.233
H -1.998 0.510 2.636 0.695
H -2.064 0.669 -0.347 0.411
H -3.428 1.447 0.436 0.312
H -2.502 -1.430 1.009 0.314
H -3.883 -0.612 1.743 0.504
C 2.817 -1.935 -4.779 -0.532
C 1.339 -2.250 -4.892 0.462
O 0.820 -1.674 -3.698 -0.307
C 1.649 -0.676 -3.312 0.668
O 1.401 0.134 -2.480 -0.592
O 2.806 -0.728 -4.010 -0.328
F 1.096 -3.581 -4.887 -0.317
H 3.330 -2.719 -4.220 0.332
H 3.301 -1.762 -5.735 0.287
H 0.853 -1.783 -5.743 0.275
C 1.913 2.913 -6.507 -0.391
C 2.628 2.806 -7.843 0.286
O 2.796 1.404 -7.986 -0.302
C 1.854 0.780 -7.242 0.646
O 1.615 -0.384 -7.283 -0.526
O 1.225 1.661 -6.440 -0.280
F 3.840 3.399 -7.835 -0.285
H 2.639 2.970 -5.695 0.274
H 1.202 3.730 -6.443 0.271
H 2.062 3.179 -8.698 0.288
C -6.143 -4.181 2.246 -0.058
C -7.458 -4.867 1.926 0.310
O -7.139 -6.233 2.089 -0.322
C -6.079 -6.334 2.942 0.622
O -5.704 -7.341 3.437 -0.494
O -5.536 -5.111 3.145 -0.345
F -7.863 -4.650 0.653 -0.274
H -5.535 -4.092 1.345 0.011
H -6.249 -3.213 2.725 0.284
H -8.281 -4.614 2.596 0.272
```

Properties
SMILES   COCCCCCCCCC[C@]1(O)CCOS(=O)(=O)[C@@H]1CCCC(F)(F)C(F)(F)F.O=C1OC[C@@H](F)O1.O=C1OC[C@@H](F)O1.O=C1OC[C@@H](F)O1
Frontier orbital gap   9.64 eV
LUMO level   0.20 eV
Total charge   0

---

# 2
C28H42N4OPtSbSi2 | ωB97M-V with the def2-TZVPD basis set

```
79
Properties=species:S:1:pos:R:3:mulliken_charge:R:1
Pt -0.719 0.532 0.097 2.064
O 1.637 -0.524 -0.121 -0.594
C 2.798 0.206 -0.072 1.480
C 4.035 -0.435 -0.226 -0.857
C 5.230 0.206 0.034 -0.834
C 5.225 1.504 0.518 -1.152
C 4.018 2.167 0.582 -0.956
C 2.812 1.588 0.167 0.343
C 1.728 2.526 -0.210 0.306
N 0.546 2.249 -0.728 -0.028
C 0.020 3.456 -1.147 -0.723
C 0.876 4.463 -0.861 -0.734
N 1.948 3.862 -0.243 -0.101
H 4.065 -1.471 -0.526 0.403
H 6.160 -0.329 -0.102 0.451
H 6.140 1.996 0.813 0.405
H 4.008 3.177 0.972 0.548
H -0.899 3.497 -1.692 0.608
H 0.835 5.521 -1.047 0.472
H 2.839 4.303 -0.099 0.220
C -3.286 -1.269 1.636 -1.141
Si -2.126 -1.285 0.134 0.406
C -3.207 -1.386 -1.395 -0.880
C -1.237 -2.940 0.318 1.121
C -2.134 -4.001 0.517 -0.623
C -1.717 -5.297 0.750 -0.852
C -0.359 -5.569 0.794 -0.915
C 0.543 -4.543 0.586 -1.007
C 0.138 -3.215 0.342 0.469
Si 1.692 -2.251 -0.086 0.980
C 2.131 -2.766 -1.816 -1.439
C 2.904 -2.734 1.266 -1.478
H -4.328 -1.139 1.340 0.528
H -3.021 -0.463 2.318 0.077
H -3.233 -2.203 2.200 0.642
H -3.862 -2.260 -1.335 0.465
H -2.623 -1.465 -2.313 0.272
H -3.838 -0.501 -1.481 -0.123
H -3.202 -3.805 0.489 0.340
H -2.441 -6.087 0.901 0.429
H -0.003 -6.573 0.986 0.429
H 1.598 -4.796 0.605 0.347
H 2.467 -3.806 -1.838 0.390
H 2.899 -2.148 -2.282 0.413
H 1.232 -2.701 -2.434 0.358
H 3.661 -3.435 0.905 0.367
H 2.368 -3.218 2.083 0.604
H 3.434 -1.877 1.678 0.582
C -3.521 1.912 -2.964 -1.381
C -3.396 2.872 -1.785 -0.794
Sb -2.823 1.901 0.046 -1.050
C -2.461 3.597 1.284 -0.496
C -3.349 4.789 0.941 -1.295
C -4.846 1.487 0.623 -0.595
C -5.136 1.542 2.121 -1.284
H -3.819 2.444 -3.867 0.393
H -4.272 1.144 -2.780 0.349
H -2.575 1.405 -3.168 0.299
H -4.348 3.361 -1.572 0.543
H -2.680 3.659 -2.003 0.638
H -1.403 3.842 1.185 0.343
H -2.623 3.267 2.312 0.555
H -3.163 5.157 -0.068 0.290
H -3.164 5.614 1.630 0.421
H -4.410 4.538 1.013 0.295
H -5.111 0.520 0.197 0.521
H -5.424 2.248 0.098 0.606
H -4.563 0.812 2.684 0.274
H -6.192 1.340 2.307 0.413
H -4.920 2.530 2.532 0.335
N 0.121 -0.562 4.371 -0.027
C 0.292 0.794 4.492 -0.827
C 0.152 1.291 3.234 -0.586
N -0.102 0.262 2.353 0.290
C -0.110 -0.838 3.069 -0.874
H 0.170 -1.236 5.115 0.232
H 0.481 1.270 5.437 0.397
H 0.227 2.313 2.901 0.422
H -0.290 -1.834 2.692 0.513
```

Properties
Frontier orbital gap   7.62 eV
LUMO level   -2.42 eV
Total charge   +1
Energy above the lowest of the compared OMol25 structures with the same formula, charge and spin   6.7 kcal/mol

---

# 3
C28H43BrGeI2N3O5Si3Ti | ωB97M-V with the def2-TZVPD basis set

```
87
Properties=species:S:1:pos:R:3:mulliken_spin:R:1
Ti -1.789 0.298 0.259 0.102
O -2.211 -1.552 0.261 0.039
N -3.132 -1.953 -0.632 0.614
N -3.111 -1.071 -1.656 0.072
O -2.168 -0.086 -1.636 0.017
C -4.025 -1.138 -2.678 -0.059
C -4.945 -2.197 -2.738 0.092
C -5.855 -2.246 -3.777 -0.045
C -5.879 -1.268 -4.766 0.088
C -4.968 -0.220 -4.692 -0.043
C -4.046 -0.143 -3.664 0.076
H -4.930 -2.955 -1.969 0.031
H -6.564 -3.066 -3.812 -0.003
H -6.597 -1.319 -5.574 0.009
H -4.981 0.562 -5.442 -0.003
H -3.354 0.683 -3.589 0.016
C 2.639 -2.729 3.303 0.000
Si 1.035 -1.805 2.879 -0.001
C 1.063 -0.242 3.920 -0.001
C -0.391 -2.954 3.270 0.002
Ge 1.143 -1.233 0.520 -0.001
Si 0.696 -3.304 -0.680 0.010
C 2.078 -4.441 -0.063 0.000
C -0.830 -4.276 -0.196 -0.003
C 0.824 -3.321 -2.552 -0.001
Si 3.406 -0.489 0.050 0.000
C 4.541 -1.983 -0.184 0.000
C 4.284 0.449 1.437 0.000
C 3.549 0.517 -1.534 0.000
H 2.607 -3.010 4.361 0.000
H 3.522 -2.104 3.149 0.000
H 2.769 -3.643 2.722 0.000
H 0.474 -0.405 4.828 0.000
H 0.605 0.601 3.401 0.001
H 2.090 0.015 4.196 0.000
H -0.834 -2.679 4.233 0.000
H -0.037 -3.989 3.325 0.000
H -1.187 -2.892 2.527 -0.001
H 1.986 -4.628 1.008 0.000
H 3.089 -4.101 -0.271 0.000
H 1.932 -5.399 -0.575 0.000
H -0.791 -4.549 0.859 0.002
H -0.809 -5.198 -0.789 -0.004
H -1.772 -3.769 -0.380 0.002
H 1.728 -2.825 -2.906 0.000
H -0.021 -2.831 -3.032 0.000
H 0.847 -4.371 -2.865 0.000
H 4.451 -2.700 0.633 0.000
H 5.574 -1.621 -0.200 0.000
H 4.351 -2.505 -1.124 0.000
H 4.258 -0.115 2.372 0.000
H 3.882 1.440 1.628 0.000
H 5.333 0.562 1.144 0.000
H 3.109 -0.032 -2.369 0.000
H 4.606 0.699 -1.756 0.000
H 3.046 1.483 -1.452 0.000
O 0.453 -0.409 -2.857 -0.001
H 0.767 0.499 -2.903 0.002
H -0.465 -0.333 -2.532 -0.002
Br 0.239 7.653 2.955 0.000
C -0.646 6.285 1.966 0.000
C -1.108 6.576 0.692 0.000
C -1.731 5.573 -0.030 0.000
C -1.882 4.301 0.510 0.000
C -1.423 4.036 1.794 0.000
C -0.803 5.035 2.534 0.000
C -2.517 3.221 -0.331 -0.001
O -2.963 3.462 -1.434 0.001
O -2.535 2.054 0.257 0.000
H -0.976 7.566 0.276 0.000
H -2.102 5.753 -1.031 0.000
H -1.559 3.048 2.220 0.000
H -0.442 4.833 3.533 0.000
I -2.457 0.173 2.925 -0.001
I -2.315 -1.621 6.670 0.000
N 0.058 0.385 0.457 -0.010
C 0.650 1.616 0.109 0.009
C 1.531 2.232 1.001 -0.004
C 2.089 3.466 0.712 0.000
C 1.772 4.125 -0.469 0.000
C 0.878 3.536 -1.352 0.001
C 0.323 2.296 -1.071 0.000
H 1.738 1.734 1.939 -0.001
H 2.757 3.932 1.428 0.000
H 2.194 5.098 -0.684 0.000
H 0.590 4.050 -2.261 0.000
H -0.405 1.870 -1.752 0.000
```

Properties
<S²>   0.76
Frontier orbital gap   5.15 eV
LUMO level   3.50 eV
Multiplicity   2
Total charge   -2
Energy above the lowest of the compared OMol25 structures with the same formula, charge and spin   31.4 kcal/mol